1.
16
Properties=species:S:1:pos:R:3:lowdin_charge:R:1 method="wB97M-V/def2-TZVPD" orbital_gap_ev=7.9 relative_energy_kcal_mol=146.3 smiles="C=NNCN(C)O" multiplicity=1
C -0.641 0.827 1.373 -0.12
N -0.377 1.761 0.470 -0.07
N 0.779 1.477 -0.256 -0.11
C 1.219 0.101 -0.218 -0.22
N -0.003 -0.673 0.103 -0.26
C -0.978 -0.586 -1.249 0.03
O 0.433 -1.992 0.477 -0.04
H -1.593 0.960 1.866 0.06
H 0.004 0.300 2.075 0.08
H 1.332 2.273 -0.533 0.11
H 1.648 -0.205 -1.178 0.12
H 1.932 -0.069 0.593 0.12
H -1.938 -1.009 -0.962 0.07
H -1.106 0.402 -1.674 0.06
H -0.464 -1.232 -1.959 0.07
H -0.247 -2.334 1.071 0.10

2.
16
Properties=species:S:1:pos:R:3:lowdin_charge:R:1 method="wB97M-V/def2-TZVPD" orbital_gap_ev=10.5 relative_energy_kcal_mol=13.1 smiles="NC(N)=O.C=NC" multiplicity=1
N -0.633 1.824 0.037 0.14
C -1.009 2.125 -1.261 -0.68
N -1.245 1.006 -2.033 0.14
O -1.125 3.255 -1.683 0.03
H -0.249 2.619 0.513 0.09
H -0.109 0.970 0.161 0.04
H -1.365 0.141 -1.530 0.08
H -1.820 1.136 -2.838 0.09
C 2.019 -1.315 0.439 -0.06
N 0.775 -1.105 0.484 -0.10
C 0.056 -1.835 1.542 -0.13
H 2.628 -0.770 -0.275 0.07
H 2.514 -2.047 1.081 0.07
H -0.258 -1.088 2.269 0.08
H 0.659 -2.627 1.982 0.07
H -0.839 -2.287 1.112 0.07

3.
16
Properties=species:S:1:pos:R:3:lowdin_charge:R:1 method="wB97M-V/def2-TZVPD" orbital_gap_ev="8.0 / 8.0" relative_energy_kcal_mol=148.9 multiplicity=1
C -0.626 -0.653 1.050 -0.02
C -0.887 -1.785 0.114 -0.14
N -0.872 1.046 -0.206 -0.07
N 2.513 0.755 0.289 0.00
C 0.403 1.161 -0.553 -0.28
O -1.710 1.325 -1.331 -0.07
N 1.231 0.315 0.005 -0.10
H -2.595 1.452 -0.967 0.08
H 3.196 0.059 0.021 0.07
H 2.751 1.678 -0.065 0.07
H 0.713 1.917 -1.280 0.13
H -1.482 -0.224 1.551 0.07
H 0.204 -0.785 1.729 0.07
H -1.766 -1.603 -0.503 0.07
H -0.028 -1.951 -0.538 0.07
H -1.046 -2.708 0.686 0.08

4.
16
Properties=species:S:1:pos:R:3:lowdin_charge:R:1 method="wB97M-V/def2-TZVPD" orbital_gap_ev=9.2 relative_energy_kcal_mol=158.3 smiles="CN(C)[C@@H](N)N=O" multiplicity=1
C -0.888 -1.522 0.142 -0.11
N -0.437 -0.139 0.288 -0.20
C -1.505 0.811 -0.039 -0.10
C 0.863 0.289 -0.402 -0.47
N 1.396 1.518 -0.201 0.07
N 1.569 -0.767 0.197 -0.07
O 2.766 -0.456 0.570 -0.10
H -0.292 -2.190 0.760 0.07
H -0.891 -1.841 -0.908 0.09
H -1.891 -1.629 0.559 0.08
H -1.213 1.845 0.137 0.07
H -1.798 0.713 -1.093 0.09
H -2.389 0.625 0.572 0.08
H 1.400 -0.589 -1.242 0.24
H 2.479 1.158 0.344 0.20
H 0.829 2.174 0.315 0.07

5.
16
Properties=species:S:1:pos:R:3:lowdin_charge:R:1 method="wB97M-V/def2-TZVPD" orbital_gap_ev=8.9 charge=+2 relative_energy_kcal_mol=12.7 multiplicity=1
C -2.919 0.085 0.587 -0.14
C -0.547 0.384 0.051 -0.18
C 4.304 0.394 0.056 0.20
N -4.170 -0.076 0.236 0.20
N -1.971 0.189 -0.288 0.09
N 0.278 0.601 -0.863 0.14
O 5.289 -0.259 0.329 0.30
H -2.644 0.053 1.584 0.15
H -0.228 0.092 1.060 0.14
H 3.665 0.965 0.711 0.14
H 3.957 0.474 -1.057 0.19
H -4.829 -0.412 0.978 0.17
H -4.517 -0.184 -0.759 0.19
H -2.057 0.283 -1.354 0.21
H -0.062 0.922 -1.722 0.05
H 5.749 -0.299 1.132 0.17

6.
17
Properties=species:S:1:pos:R:3:lowdin_charge:R:1 method="wB97M-V/def2-TZVPD" orbital_gap_ev=10.1 relative_energy_kcal_mol=133.3 multiplicity=1
C -1.782 1.205 -0.662 -0.04
C 0.341 -2.388 0.991 -0.07
N -0.449 0.721 -0.376 -0.17
N 0.482 -1.191 0.193 -0.13
C 0.682 1.668 -0.434 -0.59
N 1.812 1.040 -0.089 0.10
O -0.401 -0.156 0.742 -0.12
O 0.504 2.742 -0.973 0.04
H -0.037 -1.021 -0.795 0.20
H 2.613 1.653 -0.070 0.09
H 1.595 -0.200 0.116 0.17
H -1.689 2.018 -1.379 0.09
H -2.375 0.402 -1.102 0.08
H -2.262 1.589 0.240 0.09
H -0.699 -2.699 1.120 0.09
H 0.899 -3.184 0.503 0.09
H 0.766 -2.198 1.977 0.09

7.
17
Properties=species:S:1:pos:R:3:lowdin_charge:R:1 method="wB97M-V/def2-TZVPD" orbital_gap_ev=8.6 relative_energy_kcal_mol=142.4 smiles="[H]/N=C/C.NOC(N)=O" multiplicity=1
H 0.575 2.306 0.105 0.04
N 1.387 1.729 0.354 0.10
C 1.037 0.530 0.582 -0.36
C 2.035 -0.538 0.928 -0.10
H -0.204 0.194 0.842 0.12
H 2.909 -0.108 1.419 0.07
H 1.582 -1.271 1.602 0.07
H 2.345 -1.066 0.022 0.07
N -2.539 0.500 0.749 0.03
O -1.420 -0.348 0.468 -0.25
C -0.591 0.027 -0.996 -0.48
N -0.145 -1.125 -1.548 0.19
O -0.938 1.038 -1.541 0.10
H -3.341 -0.029 0.411 0.08
H -2.432 1.298 0.114 0.07
H -0.200 -1.200 -2.554 0.13
H -0.062 -1.935 -0.956 0.12

8.
17
Properties=species:S:1:pos:R:3:lowdin_charge:R:1 method="wB97M-V/def2-TZVPD" orbital_gap_ev="8.2 / 8.2" relative_energy_kcal_mol=102.1 smiles="CC(N)=O.N/N=C/O" multiplicity=1
C 1.036 0.609 1.509 -0.03
C 0.058 -0.403 0.921 -0.61
N -1.133 -0.439 1.650 0.13
O 0.525 -1.531 0.550 -0.06
H 1.470 0.192 2.418 0.09
H 1.840 0.790 0.792 0.08
H 0.536 1.550 1.761 0.08
H -1.777 -1.175 1.396 0.10
H -1.527 0.415 2.023 0.10
N 0.101 -1.155 -2.433 0.01
N 0.464 -0.058 -1.809 -0.01
C -0.498 0.506 -1.046 -0.32
O -0.466 1.869 -0.991 -0.01
H -0.445 -1.821 -1.877 0.10
H 0.888 -1.636 -2.866 0.10
H -1.536 0.155 -1.116 0.14
H 0.462 2.131 -0.883 0.10

9.
17
Properties=species:S:1:pos:R:3:lowdin_charge:R:1 method="wB97M-V/def2-TZVPD" orbital_gap_ev=7.9 relative_energy_kcal_mol=135.3 multiplicity=1
C 1.403 0.868 0.519 -0.05
C -0.513 -1.093 0.857 -0.49
C 0.432 0.314 -0.487 -0.48
N -0.874 -2.181 0.122 0.11
N 0.686 -0.221 -1.626 0.05
O -0.245 -1.145 2.048 -0.01
H -0.830 -2.112 -0.883 0.07
H -0.801 -3.103 0.533 0.10
H 1.654 -0.517 -1.707 0.05
H 2.076 0.083 0.858 0.09
H 1.994 1.675 0.075 0.08
H 0.873 1.235 1.397 0.08
N -0.857 1.320 -0.656 0.03
O -1.729 1.280 0.436 -0.06
H -1.418 0.320 0.782 0.09
H -1.316 0.991 -1.512 0.16
H -0.536 2.285 -0.755 0.17

10.
18
Properties=species:S:1:pos:R:3:lowdin_charge:R:1 method="wB97M-V/def2-TZVPD" orbital_gap_ev="6.7 / 8.4" relative_energy_kcal_mol=111.8 multiplicity=1
C 1.817 1.055 0.145 -0.11
C 0.115 -0.648 0.115 -0.55
N 0.508 -1.065 -1.193 0.15
N -0.359 -1.777 0.867 0.10
N 0.924 0.200 0.850 0.08
H -0.228 -1.655 -1.569 0.10
H -0.381 -1.525 1.850 0.10
H 0.579 -0.272 -1.820 0.09
H 0.272 -2.564 0.751 0.09
H 2.617 0.394 -0.232 0.10
H 2.232 1.805 0.816 0.09
H 1.374 1.528 -0.738 0.08
C -1.216 0.584 0.124 -0.70
O -2.390 -0.090 -0.083 0.08
O -0.993 1.364 -1.013 0.04
O -1.072 1.185 1.281 0.01
H -1.348 2.233 -0.774 0.13
H -2.450 -0.753 0.624 0.11

11.
18
Properties=species:S:1:pos:R:3:lowdin_charge:R:1 method="wB97M-V/def2-TZVPD" orbital_gap_ev="7.4 / 7.4" relative_energy_kcal_mol=116.5 multiplicity=1
C 0.050 0.931 0.625 0.10
C -0.038 -1.356 1.301 -0.25
C 0.241 1.644 -2.069 -0.75
N 0.698 -0.140 1.029 0.02
N -0.018 0.366 -1.791 -0.04
N -0.932 -1.926 0.232 0.01
O 1.139 -0.413 -1.864 -0.15
O -0.842 2.438 -2.090 0.10
O 1.375 2.108 -2.176 0.00
H -1.070 1.077 0.775 0.15
H 0.545 1.725 0.151 0.07
H 0.717 -2.217 1.376 0.14
H -0.648 -1.407 2.175 0.10
H 1.639 -0.182 0.743 0.13
H -1.294 -1.061 -0.321 0.08
H -0.335 -2.418 -0.395 0.04
H -0.633 3.314 -2.313 0.09
H 1.971 0.030 -2.339 0.15

12.
17
Properties=species:S:1:pos:R:3:lowdin_charge:R:1 method="wB97M-V/def2-TZVPD" orbital_gap_ev=9.1 relative_energy_kcal_mol=90.0 multiplicity=1
C 2.900 -0.735 -0.898 -0.12
C -3.810 -0.613 -0.360 -0.51
C 2.097 0.828 0.587 -0.31
N -1.458 0.410 0.490 -0.37
N -1.256 -0.691 0.812 0.07
N 1.334 1.748 1.005 0.08
O 2.140 0.437 -0.750 -0.12
S -3.144 1.041 -0.338 0.68
H 3.903 -0.705 -0.264 0.12
H 3.176 -0.732 -1.962 0.09
H 2.364 -1.641 -0.650 0.08
H -4.460 -0.814 -1.263 0.05
H -4.316 -0.873 0.495 -0.01
H -2.912 -1.264 -0.619 0.03
H 2.878 0.371 1.172 0.11
H -0.966 1.277 0.492 0.03
H 1.529 1.957 2.050 0.10

13.
17
Properties=species:S:1:pos:R:3:lowdin_charge:R:1 method="wB97M-V/def2-TZVPD" orbital_gap_ev=10.0 relative_energy_kcal_mol=27.7 smiles="CNNC(=O)N(C)S" multiplicity=1
C 2.097 0.199 1.116 -0.11
N 1.363 -0.310 -0.014 -0.13
N 0.693 0.697 -0.751 0.02
C -0.601 1.007 -0.341 -0.61
O -0.943 2.182 -0.308 0.02
N -1.410 -0.067 -0.032 -0.48
C -1.229 -1.388 -0.593 -0.15
S -2.926 0.255 0.690 0.83
H 1.377 0.625 1.853 0.10
H 2.623 -0.620 1.616 0.08
H 2.864 0.940 0.879 0.07
H 1.970 -0.799 -0.672 0.12
H 1.191 1.578 -0.818 0.13
H -2.203 -1.752 -0.944 0.07
H -0.566 -1.302 -1.458 0.08
H -0.814 -2.102 0.138 0.08
H -3.487 0.858 -0.363 -0.12

14.
16
Properties=species:S:1:pos:R:3:lowdin_charge:R:1 method="wB97M-V/def2-TZVPD" orbital_gap_ev=9.0 relative_energy_kcal_mol=77.3 smiles="CN/C(=N/N)SC" multiplicity=1
C 2.140 -0.892 -0.206 -0.10
N 0.581 -0.970 -0.119 -0.11
C 0.106 0.376 -0.245 -0.77
N 0.943 1.296 0.035 0.00
N 0.161 2.604 0.002 -0.05
S -1.626 0.584 -0.500 0.89
C -2.193 -1.002 0.321 -0.39
H 2.249 -1.970 0.224 0.10
H 2.527 -0.203 0.647 0.09
H 2.464 -0.480 -1.127 0.05
H 0.249 -1.349 -1.077 0.13
H 0.494 3.356 0.527 0.02
H -0.861 2.377 0.100 -0.04
H -1.865 -1.091 1.451 0.09
H -3.294 -0.745 0.388 0.02
H -2.076 -1.891 -0.421 0.06

15.
16
Properties=species:S:1:pos:R:3:lowdin_charge:R:1 method="wB97M-V/def2-TZVPD" orbital_gap_ev=9.8 relative_energy_kcal_mol=38.7 multiplicity=1
H 1.649 -1.939 0.071 0.02
N 2.197 -1.363 -0.558 0.08
C 1.929 -0.132 -0.533 -0.28
N 0.894 0.485 0.190 -0.26
N 0.865 1.844 0.241 0.03
C 0.072 -0.283 1.125 -0.23
C -1.116 -0.991 0.434 -0.55
S -2.276 0.102 -0.469 0.69
H 2.602 0.518 -1.173 0.13
H 1.770 2.233 0.478 0.09
H 0.640 2.246 -0.655 0.08
H 0.717 -1.021 1.640 0.11
H -0.298 0.448 1.865 0.12
H -0.741 -1.721 -0.265 0.05
H -1.670 -1.543 1.237 0.08
H -1.249 0.834 -0.971 -0.16

16.
16
Properties=species:S:1:pos:R:3:lowdin_charge:R:1 method="wB97M-V/def2-TZVPD" orbital_gap_ev=9.9 relative_energy_kcal_mol=37.5 multiplicity=1
H -2.292 -0.367 -0.127 0.03
N -1.971 -1.330 -0.290 0.08
C -0.731 -1.526 -0.079 -0.30
N 0.283 -0.641 0.273 -0.24
N 1.493 -1.126 0.720 0.03
C -0.121 0.741 0.715 -0.23
C -0.304 1.687 -0.441 -0.53
S 1.192 1.907 -1.484 0.71
H -0.337 -2.548 -0.181 0.11
H 1.339 -1.856 1.416 0.09
H 2.091 -1.458 -0.095 0.12
H -1.005 0.704 1.336 0.11
H 0.677 1.104 1.360 0.11
H -1.111 1.325 -1.090 0.07
H -0.518 2.675 -0.090 0.06
H 1.314 0.709 -1.943 -0.20

17.
16
Properties=species:S:1:pos:R:3:lowdin_charge:R:1 method="wB97M-V/def2-TZVPD" orbital_gap_ev="7.9 / 7.9" charge=+1 relative_energy_kcal_mol=106.6 smiles="N/N=C/C=N/C[NH3+]" multiplicity=1
N -2.617 1.443 -2.265 0.06
N -1.609 0.798 -1.921 0.04
C -1.417 0.660 -0.388 -0.06
C -0.128 0.286 -0.107 -0.24
N 0.203 0.258 1.169 -0.03
C 1.484 -0.234 1.566 -0.18
N 1.877 -1.712 1.070 0.18
H -3.291 1.881 -1.521 0.20
H -2.827 1.516 -3.200 0.10
H -2.217 0.898 0.216 0.07
H 0.581 -0.043 -0.976 0.15
H 1.628 -0.274 2.689 0.14
H 2.270 0.285 0.966 0.13
H 1.939 -1.497 0.052 0.14
H 1.292 -2.533 1.318 0.18
H 2.831 -1.732 1.332 0.12

18.
16
Properties=species:S:1:pos:R:3:lowdin_charge:R:1 method="wB97M-V/def2-TZVPD" orbital_gap_ev=10.3 charge=+1 relative_energy_kcal_mol=72.4 smiles="NC[N+]1=NNCC1" multiplicity=1
N 2.267 -0.765 0.282 0.00
C 1.682 0.452 -0.214 -0.17
N 0.180 0.223 -0.204 -0.06
N -0.104 -0.994 -0.190 0.12
N -1.387 -1.236 -0.098 0.06
C -2.125 -0.058 0.169 -0.10
C -1.025 1.017 0.155 -0.04
H 3.228 -0.469 0.682 0.14
H 2.555 -1.355 -0.469 0.07
H 1.891 1.314 0.518 0.16
H 2.060 0.696 -1.165 0.11
H -1.771 -2.145 -0.231 0.17
H -2.708 -0.141 1.042 0.12
H -2.688 0.147 -0.789 0.15
H -1.311 1.747 -0.588 0.12
H -0.743 1.567 1.100 0.15

19.
16
Properties=species:S:1:pos:R:3:lowdin_charge:R:1 method="wB97M-V/def2-TZVPD" orbital_gap_ev=9.7 charge=+1 relative_energy_kcal_mol=33.0 smiles="N[C@@H]1NC=[NH+][C@H]1N" multiplicity=1
N -0.090 2.079 0.002 0.08
C -0.272 0.768 0.543 -0.22
N 1.135 0.377 0.950 0.14
C 1.612 -0.668 0.278 -0.06
N 0.860 -1.106 -0.713 0.12
C -0.465 -0.435 -0.597 -0.28
N -1.513 -1.401 -0.435 0.07
H 0.220 2.238 -0.961 0.11
H -0.889 2.616 0.171 0.07
H -1.060 0.752 1.239 0.14
H 1.447 1.051 1.598 0.15
H 2.616 -1.210 0.406 0.19
H 0.784 -2.059 -1.051 0.17
H -0.550 0.145 -1.433 0.11
H -2.489 -1.097 -0.353 0.11
H -1.347 -2.047 0.356 0.11

20.
17
Properties=species:S:1:pos:R:3:lowdin_charge:R:1 method="wB97M-V/def2-TZVPD" orbital_gap_ev=9.9 charge=+1 relative_energy_kcal_mol=61.4 multiplicity=1
C -0.730 -0.815 3.266 -0.21
C 0.081 -1.077 2.128 -0.15
C 0.592 1.605 -1.592 -0.05
N -1.771 -0.010 3.011 -0.27
N -0.395 -0.436 1.004 -0.30
N 0.636 0.163 -1.417 -0.17
N -0.175 -0.384 -2.452 0.05
S -1.569 0.568 1.558 1.04
H -0.670 -1.373 4.295 0.16
H 0.762 -1.892 2.070 0.11
H 0.341 2.041 -0.652 0.07
H 1.507 1.964 -2.036 0.10
H -0.166 1.919 -2.291 0.10
H 0.195 -0.069 -0.274 0.11
H -0.538 -1.251 -2.066 0.09
H 1.617 -0.272 -1.212 0.21
H 0.283 -0.681 -3.338 0.13